[1]
68
Properties=species:S:1:pos:R:3:forces:R:3:nbo_charge:R:1 method="wB97M-V/def2-TZVPD" e_tot_ha=-13984.5865 lumo_energy_ev=-7.15 charge=+1 multiplicity=1 homo_ev=-8.48
C 1.705 -3.358 0.715 1.2622 -0.2888 0.2215 -0.73
C 3.001 -2.756 0.002 -0.0612 -0.3178 0.7818 0.91
O 3.358 -3.188 -1.125 -0.0439 0.3235 1.4778 -0.83
O 3.703 -1.798 0.698 -2.4016 -1.7860 -2.2603 -0.50
C 3.780 -0.525 -0.053 1.7975 2.0032 -0.2959 -0.11
C 3.788 0.646 1.023 0.9825 0.4605 -0.6985 -0.48
C 2.588 1.726 0.846 0.0649 -1.2350 -0.3768 -0.46
C 1.158 0.973 0.661 -1.1236 0.3220 -1.4726 0.44
N 0.508 1.284 -0.606 -1.9143 -4.2981 5.3855 -0.51
C -0.666 0.441 -0.486 3.2859 1.8270 0.3964 0.53
N -1.508 0.459 -1.547 -1.0486 -1.3374 0.2707 -0.85
N -0.715 -0.275 0.731 0.1387 2.1532 -3.5545 -0.39
N 0.421 0.035 1.460 -1.4892 2.8062 -5.7290 -0.41
H 0.824 -2.661 0.544 1.2163 -0.8160 0.2948 0.25
H 1.941 -3.484 1.825 -0.4750 0.5917 -1.4362 0.28
H 1.485 -4.401 0.313 0.2300 1.5363 0.2265 0.23
H 2.995 -0.432 -0.861 0.5316 -0.3588 1.1108 0.19
H 4.789 -0.499 -0.584 -1.3745 -0.2812 0.6247 0.21
H 3.654 0.156 2.102 2.2881 1.4128 -3.5362 0.26
H 4.797 1.160 0.985 -1.2688 -0.2460 -0.2879 0.23
H 2.784 2.301 -0.123 -0.6959 -0.8183 1.1994 0.24
H 2.559 2.481 1.697 -0.0297 -1.2580 -0.9072 0.27
H -1.835 1.344 -1.938 0.5536 -0.7429 0.1289 0.42
H -1.745 -0.436 -1.989 -0.2708 1.0388 0.3272 0.43
H -1.450 -0.941 0.997 0.6686 0.5166 0.1804 0.45
H 0.731 -0.356 2.442 -0.5390 -0.0744 0.1009 0.40
C -1.062 3.244 1.402 -0.1534 -0.5105 0.1086 -0.17
C -1.334 4.221 0.528 -0.2268 0.7340 0.9742 -0.39
C -1.773 5.556 0.981 0.3041 -1.0531 1.9643 0.46
O -2.028 6.461 0.166 -0.2663 0.8290 -0.8117 -0.75
C -1.897 5.774 2.426 0.3203 0.1792 -0.6120 -0.27
C -1.627 4.801 3.302 0.0927 -0.0543 -0.1246 -0.16
C -1.189 3.463 2.855 -0.2860 -0.0239 0.1774 0.44
O -0.940 2.576 3.648 0.0829 -0.0877 -0.1524 -0.45
H -0.738 2.263 1.085 -0.0040 0.3253 0.1506 0.23
H -1.242 4.072 -0.546 1.4561 -1.5248 0.6289 0.10
H -2.218 6.758 2.739 0.0135 -0.0537 -0.0620 0.26
H -1.716 4.948 4.371 -0.0552 0.0287 -0.0173 0.26
C -5.417 -2.611 -6.213 -0.0715 -0.1195 0.3709 -0.64
C -3.919 -2.432 -6.367 -0.5785 -0.0563 -0.8174 -0.08
O -3.290 -2.238 -5.087 0.6167 -0.2527 0.9332 -0.48
C -3.079 -3.348 -4.363 -0.8294 0.1591 -1.7441 0.68
O -3.380 -4.454 -4.708 0.4247 0.1778 0.7389 -0.51
C -2.368 -3.001 -3.057 0.5672 -0.2072 1.2596 0.90
F -2.924 -1.939 -2.430 -0.1523 -0.1501 -0.3199 -0.33
F -1.073 -2.686 -3.259 -0.2189 0.0359 -0.2765 -0.32
F -2.381 -4.008 -2.177 -0.1953 0.1520 -0.5397 -0.30
H -5.847 -1.771 -5.664 0.0419 0.0418 -0.1626 0.22
H -5.899 -2.682 -7.189 0.0881 0.0348 0.0414 0.23
H -5.651 -3.514 -5.646 0.0516 -0.0078 -0.1497 0.23
H -3.715 -1.536 -6.955 0.1763 0.0301 0.3326 0.20
H -3.465 -3.274 -6.896 0.0215 -0.0122 0.2918 0.20
C -2.229 7.435 6.897 0.9379 -0.4549 -0.4928 -0.54
Br -2.254 5.499 7.002 -0.0112 0.3348 0.0174 0.10
Br -0.667 8.183 7.748 0.3069 0.1331 -0.7337 0.51
Br -2.420 8.066 5.075 -0.0255 0.0039 0.5410 0.11
H -3.108 7.805 7.461 -0.6483 1.2877 0.6722 0.34
F -3.945 9.283 8.097 0.6077 -1.0037 -0.4265 -0.62
Mg 4.139 -5.039 -1.901 -0.3012 0.3852 0.3288 0.86
C 6.452 -9.279 -1.096 1.0720 -0.1481 -0.1721 -0.42
Cl 4.675 -9.347 -1.229 -0.4043 0.5037 0.0622 0.24
Cl 7.243 -10.319 -2.279 0.0714 0.2248 0.3363 0.05
H 6.775 -8.254 -1.258 -0.2357 -0.1133 -0.0877 0.23
H 6.738 -9.604 -0.097 -0.2781 -0.0667 -0.0906 0.25
F 1.744 8.540 6.519 -1.2214 -0.2922 0.4862 -0.49
Cl 4.230 -10.624 -3.235 -0.2315 -0.0154 -0.1118 -0.20
Mg -2.101 5.263 -1.336 -1.4323 1.5222 -2.0507 1.04
Br 2.248 -0.146 2.955 0.2895 -2.0484 7.3671 -0.49

[2]
56
Properties=species:S:1:pos:R:3:forces:R:3:nbo_charge:R:1 method="wB97M-V/def2-TZVPD" e_tot_ha=-1854.7749 lumo_energy_ev="-7.25 / -7.61" charge=+2 multiplicity=1 homo_ev="-14.17 / -14.26"
Mo -1.196 0.054 -0.259 -0.1930 0.0298 -0.1990 1.23
C -0.729 -0.512 -3.490 -0.0118 0.0190 0.0135 -0.25
O -1.629 -0.590 -2.355 0.0399 -0.0399 0.0093 -0.53
C -3.011 -0.440 -2.724 0.0185 0.0040 0.0211 -0.10
C -3.816 -1.041 -1.608 0.0076 0.0040 -0.0151 -0.09
O -3.344 -0.439 -0.377 0.0718 -0.0002 -0.0211 -0.51
C -4.012 -0.949 0.796 -0.0110 0.0141 0.0210 -0.09
C -3.355 -0.250 1.953 0.0135 0.0024 -0.0115 -0.09
O -1.937 -0.396 1.734 0.0280 0.0468 0.0300 -0.53
C -1.153 -0.835 2.869 -0.0090 -0.0158 -0.0006 -0.25
H -0.866 0.438 -4.005 0.0040 -0.0001 -0.0031 0.21
H -0.951 -1.347 -4.153 -0.0005 0.0011 -0.0040 0.21
H 0.283 -0.594 -3.108 0.0003 -0.0006 -0.0004 0.22
H -3.197 -0.989 -3.648 -0.0026 0.0015 -0.0012 0.23
H -3.240 0.616 -2.879 0.0002 0.0020 -0.0007 0.21
H -3.658 -2.119 -1.542 -0.0015 -0.0017 0.0060 0.22
H -4.876 -0.815 -1.721 -0.0001 -0.0045 -0.0004 0.23
H -3.871 -2.031 0.841 0.0035 -0.0031 -0.0054 0.22
H -5.074 -0.711 0.732 -0.0025 -0.0065 -0.0004 0.24
H -3.629 -0.709 2.902 -0.0108 0.0002 0.0004 0.24
H -3.605 0.811 1.975 0.0077 0.0034 0.0049 0.21
H -1.132 -0.043 3.616 -0.0009 0.0014 0.0007 0.21
H -0.156 -1.050 2.499 0.0006 0.0057 -0.0027 0.22
H -1.592 -1.743 3.279 0.0019 -0.0010 0.0025 0.22
N 0.769 -3.628 -1.604 -0.0139 -0.0232 0.0140 -0.75
C 0.474 -2.488 -0.978 0.0022 0.0510 -0.0161 0.32
S -1.028 -2.384 -0.074 -0.0119 -0.0222 0.0414 -0.03
N 1.316 -1.495 -1.011 0.0155 -0.0294 -0.0185 -0.41
N 0.862 -0.426 -0.276 0.0529 0.0022 0.0385 -0.27
C 1.736 0.366 0.256 -0.0017 -0.0410 -0.0203 0.36
C 3.195 0.197 0.136 -0.0196 0.0238 -0.0113 -0.09
C 3.960 -0.013 1.281 0.0024 -0.0016 -0.0064 -0.21
C 5.333 -0.166 1.171 0.0006 0.0012 0.0126 -0.20
C 5.941 -0.085 -0.073 -0.0038 -0.0007 -0.0064 -0.16
C 5.179 0.135 -1.213 0.0022 0.0016 0.0004 -0.20
C 3.804 0.265 -1.115 0.0111 -0.0035 0.0022 -0.17
C 1.141 1.468 1.021 0.0042 -0.0022 -0.0029 0.15
C 1.876 2.417 1.704 0.0207 0.0202 0.0147 -0.19
C 1.208 3.393 2.429 -0.0078 -0.0081 -0.0066 -0.09
C -0.178 3.396 2.445 0.0109 -0.0022 0.0043 -0.22
C -0.853 2.440 1.712 -0.0176 -0.0018 -0.0010 0.08
N -0.211 1.494 1.014 0.0044 0.0104 0.0011 -0.45
H 0.152 -4.419 -1.556 0.0009 0.0023 -0.0017 0.42
H 1.700 -3.760 -1.968 -0.0001 0.0040 -0.0014 0.43
H 3.485 -0.079 2.254 0.0023 -0.0004 0.0010 0.22
H 5.927 -0.345 2.057 -0.0011 -0.0003 -0.0007 0.24
H 7.014 -0.194 -0.156 -0.0001 0.0006 -0.0003 0.24
H 5.657 0.202 -2.181 0.0010 -0.0004 0.0005 0.24
H 3.205 0.424 -2.002 -0.0002 0.0000 0.0019 0.22
H 2.955 2.388 1.659 -0.0022 -0.0034 -0.0029 0.27
H 1.765 4.146 2.970 -0.0010 0.0014 -0.0005 0.26
H -0.737 4.142 2.990 0.0009 -0.0002 0.0007 0.26
H -1.932 2.440 1.652 0.0021 -0.0001 -0.0017 0.23
O -2.236 1.947 -0.774 0.0064 -0.0186 0.0287 -0.41
N -1.340 2.372 -1.529 -0.0859 0.0462 0.0590 0.44
O -0.394 1.530 -1.569 0.0719 -0.0673 0.0343 -0.42

Question: Which of these has the lowest charge?
Answer: C19H25Br4Cl3F5Mg2N4O6